Entry 1:
Computed, not measured: C36H46BaBrF4N4O4S3 as an isolated structure, with wB97M-V/def2-TZVPD.

Geometry as XYZ:
```
99
C36H46BaBrF4N4O4S3 | the Open Molecules 2025 dataset | wB97M-V/def2-TZVPD
Ba 1.33748 -0.17340 -0.12525
C -0.24198 1.61147 2.82208
C 1.13576 0.95649 2.71042
N 1.03720 -0.50224 2.64483
C 0.45093 -1.11274 3.84725
C 1.15674 -0.75486 5.15656
C 2.26858 -1.23025 2.27750
C 1.98402 -2.52312 1.44625
N 2.37564 -2.40643 0.05552
C 3.42451 -3.04640 -0.48879
C 3.81639 -2.62497 -1.78924
F 3.12510 -1.59832 -2.33437
C 4.84280 -3.18016 -2.49955
F 5.13545 -2.69430 -3.72302
C 5.59821 -4.22507 -1.99481
C 5.25008 -4.66144 -0.73630
F 5.94039 -5.68610 -0.18595
C 4.21950 -4.11157 -0.00471
F 3.97073 -4.65626 1.21699
H -0.16800 2.68133 2.61124
H -0.68327 1.49772 3.81515
H -0.94184 1.16391 2.10478
H 1.79150 1.30664 3.51216
H 1.62609 1.32673 1.80232
H 0.45593 -2.19555 3.69569
H -0.60159 -0.82132 3.91887
H 2.24351 -0.78612 5.04916
H 0.86941 -1.45829 5.94130
H 0.88865 0.25079 5.48909
H 2.85683 -1.47772 3.16272
H 2.93077 -0.57301 1.70504
H 0.89625 -2.69947 1.48731
H 2.44648 -3.36017 1.96479
H 6.41261 -4.66783 -2.55239
O 3.73768 3.59038 -1.95299
C 2.51725 3.97651 -2.44418
C 2.24280 5.34630 -2.43174
C 1.04256 5.84079 -2.92392
C 0.09511 4.96412 -3.44040
C 0.38322 3.60701 -3.48502
C 1.58700 3.09337 -3.00973
C 1.85018 1.58971 -3.07102
O 1.15342 0.91362 -2.13306
N 1.50389 1.14264 -4.50515
N 1.43040 -0.24297 -4.72154
C 0.47443 -0.92288 -4.21503
C -0.73274 -0.41812 -3.51885
Br -1.19026 -1.43764 -1.93694
C -1.54498 0.51769 -3.98048
C -2.69645 1.14414 -3.27854
C -2.52714 1.68221 -2.00327
C -3.58623 2.30593 -1.35582
C -4.82568 2.41158 -1.97367
C -5.00166 1.89508 -3.25308
C -3.93921 1.26855 -3.90060
H 3.70863 2.83036 -1.32017
H 2.99658 6.00411 -2.01082
H 0.84700 6.90907 -2.89900
H -0.85575 5.33453 -3.81382
H -0.32704 2.90986 -3.91502
H 2.92624 1.42641 -2.95910
H 2.28990 1.44904 -5.06228
H 0.52737 -1.99582 -4.38188
H -1.25204 0.94398 -4.93648
H -1.54103 1.63432 -1.55753
H -3.43763 2.73258 -0.36852
H -5.64887 2.90422 -1.46699
H -5.96177 1.97925 -3.74626
H -4.07445 0.86173 -4.89928
C -4.36367 -4.07531 4.22403
C -4.10648 -3.32443 2.91889
C -3.08619 -2.21167 3.10814
S -2.22156 -1.68018 1.58312
O -1.80688 -2.92730 0.84536
C -3.63764 -0.94845 0.68618
C -4.41292 -1.95617 -0.16236
C -5.17303 -1.25930 -1.28979
H -5.11458 -4.85731 4.08533
H -4.72123 -3.39725 5.00441
H -3.44589 -4.54846 4.58416
H -5.04177 -2.91034 2.54387
H -3.73399 -4.01265 2.15768
H -2.26209 -2.54583 3.74896
H -3.50723 -1.30512 3.55928
H -3.18007 -0.19311 0.04193
H -4.25687 -0.41734 1.42064
H -5.10118 -2.52753 0.45604
H -3.70229 -2.67217 -0.57881
H -5.86944 -0.51365 -0.89384
H -5.74575 -1.98104 -1.88297
H -4.47553 -0.74353 -1.95758
C 3.20309 4.06139 3.06495
O 3.34583 3.29781 1.86725
C 4.05951 2.15315 1.91243
S 4.69042 1.57412 3.34246
S 4.16592 1.37012 0.39793
H 2.60065 4.92514 2.79058
H 4.17100 4.37998 3.44557
H 2.70828 3.48678 3.84568
```

Summary:
Total charge = -1
LUMO level = 0.061 Eh
Gap between HOMO and LUMO = 6.03 eV
Calculated total energy = -6112.93206 Eh
Energy relative to the best compared isomer or geometry (same formula, charge and spin) = 176.9 kJ/mol


Entry 2:
Computed, not measured: C36H46BrN4PSm as an isolated structure, with wB97M-V/def2-TZVPD.

Geometry as XYZ:
```
89
C36H46BrN4PSm | the Open Molecules 2025 dataset | wB97M-V/def2-TZVPD
Sm -0.35833 -2.01801 -0.15175
Br 5.87257 -2.81821 -4.43105
C 4.69667 -2.70071 -2.95445
C 3.32627 -2.91691 -3.14215
C 2.47547 -2.85731 -2.06345
C 2.96317 -2.62821 -0.76365
C 4.33677 -2.39701 -0.59395
C 5.18547 -2.42151 -1.67675
N 2.02417 -2.68501 0.26605
C 2.34267 -2.98531 1.48875
C 1.32517 -3.14521 2.51145
C 1.68027 -3.38101 3.84275
C 0.68517 -3.59051 4.78665
C -0.63943 -3.59521 4.36765
C -0.91813 -3.35151 3.02965
N 0.02247 -3.09621 2.11345
H 2.96947 -3.14661 -4.13445
H 1.40337 -3.10031 -2.19445
H 4.74167 -2.18271 0.38195
H 6.24047 -2.25171 -1.53795
H 3.36957 -3.19281 1.77875
H 2.72037 -3.40381 4.13115
H 0.93447 -3.75891 5.82425
H -1.44213 -3.79141 5.06255
H -1.94503 -3.36541 2.67545
C -2.75873 4.61779 -0.73045
C -2.86483 3.91369 0.62935
C -2.41403 2.44739 0.54205
C -1.23793 2.36699 -0.43425
C -1.78743 2.56469 -1.85815
C -2.91893 3.61299 -1.86615
P -0.22593 0.80559 -0.27065
C 0.82797 0.92459 1.28685
C 1.51567 2.27149 1.58945
C 0.88957 2.96789 2.79545
C 1.04047 2.10469 4.05125
C 0.76977 0.61159 3.77305
C -0.02703 0.45599 2.47955
C 1.04627 0.76499 -1.65765
C 0.38717 0.11689 -2.88785
C 1.39217 -0.16821 -4.01785
C 2.65487 0.68359 -3.87475
C 2.28767 2.09449 -3.43445
C 1.69967 2.10959 -2.01265
H -1.79833 5.12749 -0.82745
H -3.53443 5.37839 -0.81015
H -3.89393 3.93549 0.98425
H -2.25383 4.44579 1.35915
H -3.23713 1.83299 0.17165
H -2.15893 2.09819 1.54245
H -0.52913 3.16869 -0.18565
H -2.18393 1.61829 -2.24475
H -0.99493 2.90349 -2.52475
H -3.88793 3.12449 -1.77195
H -2.91423 4.13519 -2.82205
H 1.60587 0.14919 1.10935
H 1.48207 2.92929 0.72105
H 2.56847 2.07989 1.80555
H -0.16153 3.17779 2.59765
H 1.38317 3.92559 2.95895
H 0.35657 2.46739 4.81615
H 2.04857 2.21619 4.44885
H 0.20877 0.17839 4.60185
H 1.71017 0.06069 3.68485
H -0.92723 1.06509 2.56855
H -0.35023 -0.60031 2.31355
H 1.83447 0.07569 -1.28715
H -0.38063 0.79119 -3.26645
H -0.13073 -0.84441 -2.57795
H 0.91797 0.05549 -4.97205
H 1.66567 -1.22051 -4.04055
H 3.16867 0.72059 -4.83365
H 3.33827 0.23199 -3.15275
H 1.57157 2.50699 -4.14435
H 3.16787 2.73379 -3.46285
H 0.98157 2.92499 -1.94785
H 2.49227 2.31289 -1.29225
N -5.86753 0.98169 0.62205
C -5.50173 -0.07471 0.38705
C -4.93503 -1.34031 0.06905
C -5.69663 -2.45111 -0.30685
C -5.01613 -3.61571 -0.62345
C -3.62843 -3.63501 -0.58645
N -2.88143 -2.57131 -0.23285
C -3.54803 -1.45141 0.10565
H -6.77493 -2.39521 -0.34495
H -5.55813 -4.50521 -0.90725
H -3.09583 -4.54211 -0.84855
H -2.95013 -0.59081 0.42845
```

Summary:
<S²> = 8.876
Total charge = +3
LUMO level (spin up / spin down) = -0.439 / -0.360 Eh
Gap between HOMO and LUMO (spin up / spin down) = 4.18 / 6.33 eV
Calculated total energy = -5190.83148 Eh
Spin multiplicity = 6
Energy relative to the best compared isomer or geometry (same formula, charge and spin) = 95.6 kJ/mol


Entry 3:
Computed, not measured: C36H47Cl4HfN3O4Sb as an isolated structure, with wB97M-V/def2-TZVPD.

Geometry as XYZ:
```
96
C36H47Cl4HfN3O4Sb | the Open Molecules 2025 dataset | wB97M-V/def2-TZVPD
Hf 0.75586 0.76619 0.23619
Cl 1.58654 7.82089 1.40202
C 0.98541 6.23659 0.93251
C 1.72837 5.10269 1.33282
C 1.27406 3.83453 1.00526
Cl 2.23216 2.33180 1.44180
C 0.10081 3.63039 0.28259
O -0.34565 2.43075 -0.09352
C -0.62586 4.78054 -0.09446
Cl -2.03916 4.63914 -1.04242
C -0.21851 6.06807 0.22661
H 2.63952 5.24467 1.86027
H -0.80509 6.90196 -0.06916
O -0.50451 1.20217 2.02118
C -1.61747 2.09608 2.36559
C -1.26662 2.94210 3.55382
C -1.85393 4.23273 3.68251
C -1.57937 4.92695 4.88886
C -0.78301 4.33388 5.89900
C -0.20478 3.12055 5.55134
N -0.47013 2.42077 4.45660
H -0.33084 0.58293 2.80019
H -2.51274 1.48103 2.54439
H -1.78624 2.72046 1.50167
H -2.45239 4.71857 2.91784
H -1.98282 5.90479 5.08122
H -0.61608 4.78596 6.89379
H 0.57038 2.66763 6.17848
C 1.21487 -2.99595 4.87301
N 1.69143 -2.34470 3.62251
C 2.78827 -2.74040 2.91092
C 3.08570 -2.16209 1.71994
C 2.20137 -1.19401 1.23432
O 2.42750 -0.47598 0.14369
N 1.06505 -0.82943 1.88172
C 0.90657 -1.19097 3.21069
O 0.16829 -0.60508 4.01099
H 1.81851 -3.89031 5.12098
H 0.17916 -3.30787 4.74102
H 1.25747 -2.23933 5.68654
H 3.36896 -3.50364 3.35915
H 4.02250 -2.43182 1.24437
Cl 2.67661 4.13577 -2.85223
C 3.68398 2.80574 -2.42341
C 5.07124 2.97711 -2.57917
C 5.92105 1.89175 -2.41478
C 5.40397 0.64825 -2.09414
C 4.04178 0.44538 -1.89495
C 3.11470 1.51499 -2.02951
C 1.71159 1.32075 -1.76899
H 5.47489 3.99612 -2.67875
H 6.97898 2.03110 -2.53173
H 6.04206 -0.20028 -1.92182
H 3.71844 -0.53890 -1.59187
H 1.34923 0.32019 -2.03955
H 1.09621 2.14351 -2.16009
C -3.60085 -3.95200 -1.03869
C -2.90449 -2.96555 -0.17993
C -2.12195 -3.60785 1.01352
C -3.78117 -1.84525 0.32360
Sb -1.36623 -1.91245 -1.57947
C 0.04129 -3.64101 -2.38285
C 0.20342 -4.63107 -1.26208
C -0.65698 -4.20376 -3.61925
C 1.34794 -2.93433 -2.77587
C -2.34939 -0.75063 -3.29150
C -3.36331 -1.75996 -3.80094
C -2.99328 0.50847 -2.69862
C -1.23276 -0.42243 -4.27878
H -4.30147 -4.61756 -0.47895
H -2.86228 -4.58246 -1.55826
H -4.18482 -3.52166 -1.86477
H -2.87375 -3.90230 1.76945
H -1.45504 -2.86957 1.51293
H -1.53783 -4.47897 0.73171
H -4.51943 -2.24976 1.07139
H -4.37689 -1.37426 -0.45033
H -3.26202 -1.06243 0.86294
H -0.62562 -5.32130 -1.20721
H 0.34446 -4.13190 -0.27801
H 1.14163 -5.25208 -1.37650
H -1.69673 -4.56731 -3.39315
H -0.10799 -5.11016 -3.98840
H -0.76259 -3.54001 -4.43969
H 1.86187 -2.47289 -1.94365
H 1.18548 -2.21883 -3.58043
H 2.02787 -3.70157 -3.21488
H -4.07005 -2.12269 -3.05325
H -2.91370 -2.70667 -4.19841
H -4.02891 -1.25430 -4.56512
H -3.75337 0.27214 -1.92278
H -3.59473 1.04062 -3.43917
H -2.26850 1.23559 -2.28215
H -0.80160 -1.30013 -4.77680
H -0.46569 0.21619 -3.82985
H -1.67875 0.20735 -5.07162
```

Summary:
Total charge = +1
LUMO level = -0.116 Eh
Gap between HOMO and LUMO = 6.35 eV
Calculated total energy = -3994.08959 Eh


Entry 4:
Computed, not measured: C36H47MnN5OP2Si2 as an isolated structure, with wB97M-V/def2-TZVPD.

Geometry as XYZ:
```
94
C36H47MnN5OP2Si2 | the Open Molecules 2025 dataset | wB97M-V/def2-TZVPD
Mn 0.08517 0.87959 -0.00039
C 3.19576 0.54836 3.09850
Si 1.31148 0.70706 3.23940
C 0.90322 -0.15101 4.86915
C 0.93398 2.53231 3.46305
N 0.49734 0.08115 1.90304
P -0.51066 -1.11458 1.53029
C -0.92324 -1.13935 -0.04540
P -0.56112 -1.04101 -1.62977
N 0.30068 0.26103 -2.02359
Si 0.27850 1.34488 -3.32733
C -1.38174 2.15700 -3.64982
C 0.82017 0.50314 -4.93530
C 1.54642 2.71198 -3.07440
C 0.37745 -2.50579 -2.22781
C -0.16960 -3.78625 -2.16179
C 0.60833 -4.90301 -2.42550
C 1.95188 -4.75582 -2.75530
C 2.50348 -3.48392 -2.83416
C 1.71799 -2.36535 -2.57711
C -2.08674 -1.09698 -2.63633
C -2.09969 -1.55516 -3.95079
C -3.25603 -1.47176 -4.71480
C -4.40728 -0.92122 -4.16904
C -4.40308 -0.47073 -2.85428
C -3.25129 -0.56695 -2.08893
C -2.01580 -0.96648 2.55911
C -2.88930 -2.03632 2.73842
C -4.06234 -1.87610 3.46103
C -4.38214 -0.63590 3.99933
C -3.52648 0.43997 3.80746
C -2.34799 0.27504 3.09238
C 0.25541 -2.68455 2.13249
C 0.15061 -3.17622 3.42925
C 0.84204 -4.31981 3.81246
C 1.65107 -4.98419 2.90241
C 1.76693 -4.49928 1.60476
C 1.07348 -3.35949 1.22687
H 3.63921 0.70931 4.08622
H 3.63799 1.27703 2.41592
H 3.47662 -0.45175 2.75756
H 1.33043 0.41061 5.70475
H 1.31677 -1.16186 4.89705
H -0.17621 -0.22203 5.02416
H 1.58531 2.98150 4.21958
H -0.10141 2.67321 3.78245
H 1.06250 3.06661 2.52000
H -2.11325 1.43298 -4.01813
H -1.29577 2.96044 -4.38720
H -1.75947 2.57446 -2.71371
H 0.16706 -0.33175 -5.19760
H 1.83553 0.10840 -4.83338
H 0.81530 1.20704 -5.77218
H 1.29838 3.35436 -2.22999
H 1.60443 3.31593 -3.98479
H 2.53787 2.28072 -2.89818
H -1.20867 -3.90200 -1.87320
H 0.17252 -5.89286 -2.36139
H 2.56160 -5.62871 -2.95590
H 3.54590 -3.36325 -3.11025
H 2.12539 -1.36118 -2.62700
H -1.19957 -1.98467 -4.37632
H -3.25965 -1.83278 -5.73661
H -5.30803 -0.84892 -4.76699
H -5.30206 -0.04555 -2.42447
H -3.21870 -0.23807 -1.05587
H -2.64997 -2.99676 2.29630
H -4.73256 -2.71649 3.59873
H -5.30063 -0.50745 4.55976
H -3.78189 1.41333 4.20919
H -1.68312 1.11037 2.90289
H -0.47492 -2.66478 4.15058
H 0.74780 -4.69282 4.82580
H 2.18731 -5.87668 3.20253
H 2.38558 -5.01875 0.88155
H 1.13666 -2.98429 0.21139
C 6.23053 1.01061 0.17675
N 4.88142 1.12351 -0.32558
C 4.11228 2.33986 -0.10063
C 2.68599 1.79480 -0.06377
O 1.67826 2.46283 0.08433
N 2.71342 0.43955 -0.21461
C 3.97312 0.09835 -0.29649
N 4.34508 -1.19349 -0.32851
H 6.83157 1.82931 -0.21791
H 6.68898 0.08147 -0.15790
H 6.26518 1.04166 1.27165
H 4.23798 3.06288 -0.90822
H 4.36713 2.81423 0.85122
H 3.59197 -1.85677 -0.43083
H 5.26449 -1.46367 -0.62170
C -1.27765 2.00804 0.08551
H -1.09215 3.08303 0.26210
H -2.35503 1.80223 -0.00620
```

Summary:
Total charge = -1
LUMO level (spin up / spin down) = 0.080 / 0.080 Eh
Gap between HOMO and LUMO (spin up / spin down) = 5.19 / 5.07 eV
Calculated total energy = -4161.81284 Eh
Energy relative to the best compared isomer or geometry (same formula, charge and spin) = 0.0 kJ/mol


Entry 5:
Computed, not measured: C36H47N7O3S3W as an isolated structure, with wB97M-V/def2-TZVPD.

Geometry as XYZ:
```
97
C36H47N7O3S3W | the Open Molecules 2025 dataset | wB97M-V/def2-TZVPD
W 1.18980 0.24169 0.65819
C -0.01602 1.72671 4.67609
C 0.53017 0.95777 3.52470
N 0.55244 1.43705 2.30397
O 0.23150 2.76324 2.12698
C 1.09460 -0.33830 3.61576
C 1.17125 -1.17661 4.84550
N 1.59143 -0.73736 2.44892
O 2.15102 -1.87323 2.36686
H 0.57985 2.61940 4.88641
H -0.01900 1.11388 5.57271
H -1.04013 2.03970 4.46467
H 0.39073 3.22877 2.95901
H 0.17399 -1.38268 5.23727
H 1.74874 -0.68923 5.63232
H 1.65411 -2.11677 4.59352
O 1.48843 0.70966 -1.55624
N 2.23496 1.72291 -1.97555
C 2.19438 2.02769 -3.28814
C 2.94019 3.05881 -3.79277
C 3.74374 3.79997 -2.92563
C 3.77362 3.47423 -1.58871
C 3.00559 2.41231 -1.10579
S 3.00592 1.95750 0.56041
H 1.55008 1.39937 -3.88451
H 2.89701 3.27768 -4.84885
H 4.33921 4.62033 -3.30129
H 4.38144 4.01850 -0.88053
C -4.73427 -3.33277 -1.25719
C -3.56016 -3.96560 -0.50659
C -4.09649 -4.71827 0.72151
C -2.85732 -4.95676 -1.45371
C -2.53372 -2.94313 -0.07172
C -1.40148 -3.33062 0.65031
C -0.43952 -2.40817 0.97561
N -0.50191 -1.11159 0.61471
C -1.60961 -0.70926 -0.05272
C -2.62148 -1.59176 -0.38848
C -1.61822 0.70872 -0.43046
C -2.69165 1.33874 -1.04156
C -2.63739 2.68301 -1.38750
C -1.43848 3.34423 -1.09958
C -0.41398 2.67296 -0.48054
N -0.48870 1.38075 -0.13187
C -3.79844 3.42877 -2.00942
C -4.28416 4.47220 -0.98597
C -3.32915 4.14542 -3.28663
C -4.96347 2.50074 -2.36086
H -5.43931 -4.11344 -1.53848
H -4.40309 -2.84760 -2.17792
H -5.27272 -2.61105 -0.63958
H -4.89092 -5.39520 0.40915
H -4.51198 -4.02771 1.45719
H -3.32126 -5.31372 1.20407
H -3.57783 -5.69932 -1.79642
H -2.03580 -5.47846 -0.96240
H -2.46147 -4.43690 -2.32786
H -1.25538 -4.35790 0.95168
H 0.43933 -2.71207 1.52935
H -3.48127 -1.21946 -0.92275
H -3.58476 0.76926 -1.24522
H -1.29616 4.38609 -1.34694
H 0.50881 3.18469 -0.25023
H -3.50494 5.19741 -0.75033
H -4.60292 3.99184 -0.05938
H -5.13759 5.00929 -1.39977
H -2.61708 4.94173 -3.07063
H -4.19081 4.59494 -3.77872
H -2.87001 3.44385 -3.98534
H -5.40102 2.04842 -1.46889
H -4.65533 1.71643 -3.05542
H -5.74627 3.08027 -2.84772
N 4.49413 -1.17968 0.83090
C 3.61860 -1.80702 0.04974
N 2.42700 -1.35121 -0.31652
C 1.85899 -2.19892 -1.29478
C 0.68835 -1.98255 -2.02252
C 0.27951 -2.92380 -2.95038
C 1.01924 -4.07891 -3.18170
C 2.20476 -4.29077 -2.50462
C 2.61401 -3.34117 -1.58137
S 4.08915 -3.32184 -0.65690
H 4.21256 -0.44821 1.47850
H 5.30470 -1.70455 1.11762
H 0.13538 -1.06593 -1.91631
H -0.62736 -2.74745 -3.51482
H 0.68256 -4.79844 -3.91537
H 2.80474 -5.17080 -2.69317
C 5.05684 0.57388 4.91581
S 4.45599 1.19786 3.32316
C 6.02542 1.73091 2.58206
H 5.61755 -0.34717 4.77395
H 4.18185 0.37498 5.53037
H 5.67082 1.33392 5.39196
H 6.28147 2.72559 2.93762
H 5.88865 1.75025 1.50337
H 6.80545 1.01904 2.84335
```

Summary:
<S²> = 2.076
Total charge = +2
LUMO level (spin up / spin down) = -0.208 / -0.248 Eh
Gap between HOMO and LUMO (spin up / spin down) = 7.02 / 6.27 eV
Calculated total energy = -3270.20516 Eh
Spin multiplicity = 3
Energy relative to the best compared isomer or geometry (same formula, charge and spin) = 94.2 kJ/mol